No. 1
ORCA calculation (the ωB97M-V functional and the def2-TZVPD basis) on C31H23N6O3W as an isolated structure in a non-equilibrium geometry.

Last column: natural (NBO) charge in e.
Geometry (Å):
W1 0.2000 -0.3361 0.2647  2.154
C1 3.2669 2.0714 -2.3099  -0.103
C2 1.9375 1.9379 -2.6421  -0.212
C3 0.9803 1.8035 -1.6303  -0.181
C4 1.4033 1.7545 -0.3032  0.090
C5 2.7698 1.8877 0.0398  -0.219
C6 3.6844 2.0570 -0.9628  -0.151
N1 0.4587 1.4887 0.7454  -0.526
C7 0.3527 2.3028 1.8787  0.139
C8 0.4896 3.6716 1.7768  -0.214
C9 0.3487 4.4503 2.9267  -0.049
C10 0.0938 3.8926 4.1794  -0.202
C11 -0.0206 2.5267 4.2975  -0.077
C12 0.1101 1.7151 3.1517  0.079
N2 0.0474 0.3791 3.3650  0.012
N3 0.1817 -0.4095 2.3900  -0.305
C13 0.0115 -1.8075 2.5567  0.353
C14 -0.0468 -2.6063 3.6693  -0.212
C15 -0.2474 -3.9613 3.4092  -0.065
C16 -0.3738 -4.4277 2.1033  -0.204
C17 -0.2978 -3.5422 1.0422  0.091
N4 -0.1058 -2.2417 1.2943  -0.482
H1 4.0013 2.2126 -3.0925  0.262
H2 1.6216 1.9833 -3.6754  0.261
H3 -0.0754 1.7990 -1.8800  0.256
H4 3.0768 1.8563 1.0781  0.247
H5 4.7322 2.1789 -0.7219  0.261
H6 0.6801 4.1362 0.8187  0.255
H7 0.4386 5.5257 2.8348  0.264
H8 -0.0066 4.5291 5.0471  0.272
H9 -0.2015 2.0440 5.2488  0.265
H10 0.0536 -2.1998 4.6652  0.283
H11 -0.3086 -4.6579 4.2356  0.273
H12 -0.5388 -5.4765 1.8999  0.276
H13 -0.4014 -3.8517 0.0116  0.241
O1 -3.3508 0.8953 -3.6198  -0.627
C18 -3.9574 1.1057 -2.4506  0.491
C19 -5.1627 1.8110 -2.4909  -0.292
C20 -5.8516 2.0604 -1.3298  -0.078
C21 -5.3721 1.6240 -0.0780  -0.234
C22 -4.1933 0.9447 -0.0183  -0.129
C23 -3.4486 0.6737 -1.1992  -0.299
C24 -2.2253 -0.0316 -1.1155  0.586
O2 -1.7042 -0.3099 0.1349  -0.657
N5 -1.4788 -0.3822 -2.1275  -0.414
N6 -0.3115 -0.9700 -1.6608  -0.386
C25 0.3266 -1.7908 -2.4317  0.227
C26 1.5736 -2.4230 -2.0928  -0.235
C27 2.1103 -3.3903 -2.9517  -0.095
C28 3.3340 -3.9730 -2.6648  -0.183
C29 4.0495 -3.5785 -1.5404  -0.107
C30 3.5580 -2.5991 -0.6788  -0.246
C31 2.3243 -2.0605 -0.9640  0.352
O3 1.8252 -1.0688 -0.1429  -0.583
H14 -2.5664 0.3355 -3.5082  0.505
H15 -5.5349 2.1350 -3.4526  0.261
H16 -6.7887 2.5994 -1.3821  0.250
H17 -5.9418 1.8218 0.8181  0.247
H18 -3.8147 0.5918 0.9311  0.221
H19 -0.1411 -2.0042 -3.3904  0.255
H20 1.5621 -3.6775 -3.8403  0.251
H21 3.7387 -4.7260 -3.3265  0.266
H22 5.0113 -4.0264 -1.3276  0.262
H23 4.1142 -2.2718 0.1886  0.257

Summary:
Orbital gap = 4.35 eV
2S+1 = 1
Net charge = +3
Highest occupied orbital energy = -0.583 Eh

***

No. 2
ORCA calculation (the ωB97M-V functional and the def2-TZVPD basis) on C31H24BN8O2RhS3 as an isolated structure.

Last column: natural (NBO) charge in e.
Geometry (Å):
Rh1 0.0165 0.0656 -0.1568  0.649
N1 0.1181 -0.3930 4.2056  -0.578
C1 -1.0219 -0.9570 4.8294  0.101
C2 -1.0548 -1.0696 6.2091  -0.210
C3 -2.1654 -1.6116 6.8386  -0.180
C4 -3.2467 -2.0416 6.0870  -0.187
C5 -3.2145 -1.9280 4.7044  -0.220
C6 -2.1051 -1.3863 4.0771  -0.154
S1 -2.1026 -1.2462 2.3179  0.488
N2 -0.5838 -0.5994 1.9809  -0.716
C7 0.2759 -0.2408 2.8670  0.424
C8 1.5159 0.4289 2.3849  0.172
C9 2.5797 0.7235 3.2266  -0.209
C10 3.7472 1.2673 2.7175  -0.115
C11 3.8380 1.4851 1.3539  -0.213
C12 2.7448 1.1793 0.5678  0.067
N3 1.6006 0.6917 1.0586  -0.416
H1 0.8244 -0.0535 4.8318  0.412
H2 -0.2080 -0.7331 6.7964  0.221
H3 -2.1796 -1.6957 7.9160  0.239
H4 -4.1164 -2.4647 6.5691  0.239
H5 -4.0590 -2.2619 4.1140  0.231
H6 2.5308 0.5130 4.2840  0.230
H7 4.5737 1.4953 3.3763  0.253
H8 4.7266 1.8900 0.8923  0.255
H9 2.7869 1.3407 -0.5016  0.228
N4 -0.7303 -3.0958 -1.6181  -0.787
C13 -1.6711 -2.1271 -1.6015  0.281
N5 -1.5416 -0.9258 -1.0735  -0.512
C14 -2.7474 -0.2219 -1.1353  0.189
C15 -3.7438 -0.8502 -1.7814  -0.425
S2 -3.2233 -2.4074 -2.2986  0.487
C16 -2.7603 1.0189 -0.3839  0.088
C17 -3.7565 1.9028 -0.1822  -0.402
S3 -3.2045 3.2034 0.8042  0.496
C18 -1.6456 2.4798 0.8924  0.288
N6 -1.5687 1.3359 0.2531  -0.488
N7 -0.6292 3.0041 1.6161  -0.784
H10 0.0333 -3.0201 -0.9676  0.414
H11 -1.0269 -4.0315 -1.8423  0.421
H12 -4.7538 -0.5179 -1.9488  0.271
H13 -4.7651 1.8762 -0.5575  0.270
H14 -0.7401 3.9361 1.9807  0.417
H15 0.2965 2.7798 1.2842  0.411
O1 1.1208 1.1605 -2.7596  -0.683
B1 0.5395 1.3927 -1.5272  1.013
O2 0.4581 2.7531 -1.2583  -0.724
C19 1.0003 3.3807 -2.3744  0.263
C20 1.1484 4.7262 -2.6171  -0.261
C21 1.7245 5.0683 -3.8378  -0.195
C22 2.1220 4.0982 -4.7531  -0.197
C23 1.9645 2.7396 -4.4921  -0.224
C24 1.3963 2.4158 -3.2819  0.191
H16 0.8333 5.4747 -1.9036  0.234
H17 1.8624 6.1125 -4.0811  0.235
H18 2.5595 4.4067 -5.6923  0.235
H19 2.2649 1.9805 -5.2004  0.237
N8 1.4145 -1.1295 -1.0657  -0.413
C25 2.1010 -1.7779 -1.7170  0.486
C26 2.9451 -2.5804 -2.5385  -0.164
C27 4.3306 -2.5119 -2.3757  -0.162
C28 5.1390 -3.2898 -3.1830  -0.197
C29 4.5715 -4.1228 -4.1392  -0.139
C30 3.1925 -4.1840 -4.2994  -0.198
C31 2.3684 -3.4130 -3.5013  -0.166
H20 4.7603 -1.8578 -1.6291  0.228
H21 6.2131 -3.2480 -3.0690  0.242
H22 5.2104 -4.7281 -4.7678  0.241
H23 2.7626 -4.8307 -5.0514  0.241
H24 1.2937 -3.4384 -3.6187  0.231

Summary:
Orbital gap = 6.59 eV
2S+1 = 1
Net charge = +2
Highest occupied orbital energy = -0.453 Eh

***

No. 3
ORCA calculation (the ωB97M-V functional and the def2-TZVPD basis) on C31H24Cl5I2N5O2PdS4 as an isolated structure in a non-equilibrium geometry.

Last column: Löwdin charge in e.
Geometry (Å):
Pd1 0.1863 -0.3591 -0.0583  1.033
Cl1 3.4924 -1.0575 0.6679  0.782
C1 3.1073 0.4636 -0.0027  -0.653
C2 1.8114 0.8557 -0.3186  -0.224
C3 1.5798 2.1063 -0.8776  -0.671
Cl2 0.0208 2.6150 -1.3843  0.703
C4 2.6417 2.9861 -1.1073  -0.696
Cl3 2.3486 4.5211 -1.7986  0.752
C5 3.9408 2.6072 -0.7840  -0.698
Cl4 5.2391 3.6742 -1.0644  0.765
C6 4.1699 1.3458 -0.2429  -0.690
Cl5 5.7671 0.8694 0.1324  0.754
N1 -3.2845 0.1203 1.8010  0.164
C7 -2.1283 0.5560 2.2667  -0.722
S1 -0.9821 1.3059 1.1621  0.773
N2 -1.8837 0.6133 3.5576  0.111
C8 -2.8210 0.3201 4.6066  -0.245
C9 -4.0854 0.8958 4.6017  -0.030
C10 -4.9588 0.6063 5.6395  -0.049
C11 -4.5642 -0.2317 6.6737  -0.049
C12 -3.2877 -0.7764 6.6785  -0.041
C13 -2.4094 -0.5044 5.6413  -0.028
H1 -3.4196 0.0586 0.8070  0.106
H2 -3.9573 -0.3225 2.4126  0.113
H3 -0.9275 0.8181 3.8206  0.139
H4 -4.3761 1.5946 3.8271  0.123
H5 -5.9421 1.0561 5.6489  0.118
H6 -5.2477 -0.4475 7.4833  0.118
H7 -2.9719 -1.4161 7.4915  0.119
H8 -1.4125 -0.9281 5.6328  0.079
I1 2.8041 -2.3913 -5.2066  0.956
C14 2.1436 -2.3309 -3.2610  -0.745
C15 2.2158 -3.3271 -2.3050  -0.089
N3 1.6478 -2.8552 -1.1893  0.034
N4 1.2203 -1.5967 -1.3658  -0.113
C16 1.5113 -1.2657 -2.6239  -0.176
H9 2.6232 -4.3235 -2.3475  0.140
H10 1.5952 -3.2927 -0.2711  0.108
H11 1.2564 -0.2944 -3.0174  0.079
N5 -2.7502 1.3523 -1.9743  0.194
C17 -1.9751 0.3980 -2.4745  -0.672
O1 -1.2092 -0.2869 -1.7645  -0.139
C18 -2.0773 0.0978 -3.9372  -0.525
I2 -0.6769 1.3264 -4.9829  0.907
H12 -2.6217 1.6298 -1.0103  0.057
H13 -3.3253 1.9218 -2.5746  0.137
H14 -3.0627 0.3019 -4.3447  0.062
H15 -1.7888 -0.9316 -4.1181  0.064
O2 0.8139 -0.9167 1.6960  -0.334
C19 0.3575 -2.1535 2.2615  -0.521
C20 0.5812 -1.8834 3.7509  -0.518
C21 1.1849 -0.7922 4.3099  -0.123
C22 1.4117 -0.9440 5.7065  -0.153
C23 0.9814 -2.1462 6.1731  -0.376
S2 0.3127 -3.1118 4.9318  1.053
C24 -1.0980 -2.3902 1.8693  -0.486
C25 -1.5666 -2.4833 0.5829  -0.189
C26 -2.9385 -2.8509 0.5057  -0.159
C27 -3.4750 -3.0568 1.7388  -0.366
S3 -2.3332 -2.7906 2.9855  1.102
C28 1.1329 -3.4252 1.9123  -0.513
C29 0.6327 -4.5867 1.3702  -0.127
C30 1.5841 -5.6388 1.3167  -0.149
C31 2.7802 -5.2723 1.8542  -0.361
S4 2.7604 -3.6720 2.4352  1.056
H16 1.5094 0.0626 3.7339  0.120
H17 1.8822 -0.1963 6.3276  0.116
H18 1.0182 -2.5229 7.1832  0.084
H19 -0.9571 -2.4270 -0.3144  0.088
H20 -3.4772 -3.0016 -0.4188  0.118
H21 -4.4775 -3.3717 1.9849  0.086
H22 -0.3877 -4.6987 1.0350  0.120
H23 1.3801 -6.6210 0.9175  0.116
H24 3.6763 -5.8662 1.9454  0.085

Summary:
Orbital gap = 5.84 eV
2S+1 = 1
Net charge = +2
Highest occupied orbital energy = -0.497 Eh

***

No. 4
ORCA calculation (the ωB97M-V functional and the def2-TZVPD basis) on C31H24Cl5I2N5O2PdS4 as an isolated structure in a non-equilibrium geometry.

Last column: Löwdin charge in e.
Geometry (Å):
Pd1 0.6152 -0.0272 0.2738  0.833
Cl1 2.1979 -1.3873 3.0715  0.779
C1 0.8161 -2.2060 2.4678  -0.679
C2 0.2897 -1.8072 1.2492  -0.235
C3 -0.7664 -2.5512 0.7451  -0.685
Cl2 -1.3310 -2.0464 -0.8022  0.751
C4 -1.3478 -3.6133 1.4203  -0.700
Cl3 -2.6795 -4.4597 0.7617  0.746
C5 -0.8254 -3.9660 2.6698  -0.693
Cl4 -1.5123 -5.2532 3.5503  0.757
C6 0.2766 -3.2742 3.1855  -0.698
Cl5 0.9462 -3.7313 4.6894  0.749
N1 1.4798 -0.9410 -2.1319  0.137
C7 0.5848 -0.3196 -2.9205  -0.690
S1 0.2770 1.3674 -2.7202  1.111
N2 -0.0845 -0.9727 -3.8441  0.113
C8 0.2558 -2.2483 -4.3894  -0.241
C9 1.5539 -2.4751 -4.8403  -0.027
C10 1.8630 -3.6806 -5.4443  -0.043
C11 0.8888 -4.6597 -5.5802  -0.039
C12 -0.4033 -4.4262 -5.1304  -0.039
C13 -0.7281 -3.2173 -4.5379  -0.006
H1 2.2602 -0.3812 -1.7763  0.020
H2 1.6931 -1.9084 -2.3542  0.132
H3 -0.8834 -0.4974 -4.2524  0.132
H4 2.2995 -1.6928 -4.7688  0.117
H5 2.8630 -3.8459 -5.8184  0.121
H6 1.1348 -5.5940 -6.0632  0.122
H7 -1.1590 -5.1894 -5.2475  0.122
H8 -1.7359 -3.0300 -4.1904  0.120
I1 1.2315 3.0459 6.1273  0.915
C14 1.5699 2.2489 4.2364  -0.743
C15 2.7784 1.8716 3.6879  -0.143
N3 2.5154 1.4482 2.4427  -0.081
N4 1.2047 1.5121 2.1524  -0.029
C16 0.6179 2.0041 3.2378  -0.177
H9 3.7637 1.8786 4.1183  0.132
H10 3.1575 1.0353 1.7852  0.123
H11 -0.4404 2.1861 3.2811  0.089
N5 2.5742 3.3734 -0.1368  0.220
C17 3.0709 2.3156 -0.7748  -0.639
O1 2.6586 1.1711 -0.5521  -0.169
C18 4.2038 2.6000 -1.7395  -0.524
I2 4.6754 0.8826 -2.9220  0.914
H12 1.7797 3.2304 0.4722  0.087
H13 2.8593 4.3180 -0.3354  0.133
H14 5.1043 2.8743 -1.1919  0.069
H15 3.9475 3.4100 -2.4189  0.062
O2 -0.8651 1.0918 -1.0225  -0.400
C19 -1.8921 2.0531 -0.8576  -0.566
C20 -1.4284 3.4154 -1.3218  -0.524
C21 -0.6273 4.2917 -0.6464  -0.145
C22 -0.2648 5.4109 -1.4323  -0.161
C23 -0.8001 5.3646 -2.6847  -0.366
S2 -1.7521 3.9690 -2.9322  1.077
C24 -2.3168 2.0769 0.6073  -0.445
C25 -2.1621 1.0713 1.5189  -0.133
C26 -2.7266 1.3856 2.7802  -0.179
C27 -3.3170 2.6108 2.7914  -0.367
S3 -3.1936 3.4060 1.2806  1.113
C28 -3.1410 1.6205 -1.6229  -0.491
C29 -4.3733 2.2111 -1.6629  -0.119
C30 -5.2996 1.4794 -2.4407  -0.142
C31 -4.7629 0.3477 -2.9726  -0.373
S4 -3.1215 0.1560 -2.5397  1.009
H16 -0.3452 4.1660 0.3891  0.110
H17 0.3594 6.2186 -1.0829  0.112
H18 -0.7058 6.0969 -3.4687  0.081
H19 -1.6580 0.1348 1.3136  0.078
H20 -2.6915 0.7254 3.6334  0.119
H21 -3.8215 3.0922 3.6117  0.082
H22 -4.6186 3.1394 -1.1717  0.107
H23 -6.3230 1.7779 -2.6009  0.119
H24 -5.2440 -0.3925 -3.5889  0.076

Summary:
Orbital gap (spin up / spin down) = 5.06 / 5.06 eV
2S+1 = 1
Net charge = +2
Highest occupied orbital energy (spin up / spin down) = -0.485 / -0.485 Eh

***

Values of energy, in order: -1815.5315, -3113.9382, -6236.3833, -6236.3244, all in hartree.
Values of molecular weight, in order: 711.4, 750.5, 1164.3, 1164.3, all in Da.
Values of energy above the lowest of the compared OMol25 structures with the same formula, charge and spin, in order: 0.0, 44.2, 119.9, 274.5, all in kJ/mol.